(1)
Formula: C24H41NO7S4Si2
Source: the Open Molecules 2025 dataset
Level of theory: the ωB97M-V functional and the def2-TZVPD basis

LUMO: -0.027 Ha
E: -100453.2114 eV
Energy above the lowest of the compared OMol25 structures with the same formula, charge and spin: 19.793 eV
Frontier orbital gap: 7.28 eV
Charge: 0
Strongest force on any atom: 5.5 eV/Å

Element x y z (Å)
C  4.167  -2.014  -2.343
C  4.401  -0.789  -1.272
Si  3.485  0.813  -1.868
O  3.748  2.175  -0.749
Si  2.635  3.479  -1.217
C  0.756  2.933  -1.111
C  -0.119  4.084  -0.278
C  -1.444  3.448  0.457
S  -3.070  3.800  -0.409
C  -4.168  2.248  -0.292
S  -4.326  1.556  1.290
N  -4.910  1.629  -1.455
C  -5.502  0.276  -1.127
C  -7.156  0.204  -0.996
C  -8.022  -1.158  -0.694
C  -7.200  -2.573  -0.503
C  -5.564  -2.519  -0.619
C  -4.684  -1.131  -0.931
C  -4.069  1.532  -2.709
C  -4.908  1.616  -4.153
C  -4.194  1.504  -5.632
C  -2.558  1.317  -5.705
C  -1.711  1.204  -4.271
C  -2.447  1.311  -2.788
H  5.148  -2.679  -2.476
H  3.865  -1.559  -3.398
H  3.271  -2.664  -1.915
H  3.922  -1.056  -0.213
H  5.546  -0.542  -1.096
H  2.040  0.505  -1.950
H  3.915  1.251  -3.189
H  2.987  4.000  -2.558
H  2.742  4.643  -0.303
H  0.337  2.729  -2.185
H  0.764  1.975  -0.410
H  0.611  4.430  0.601
H  -0.325  5.027  -0.940
H  -1.271  2.283  0.527
H  -1.498  3.951  1.532
H  -7.764  1.202  -1.163
H  -9.203  -1.080  -0.658
H  -7.804  -3.562  -0.303
H  -4.995  -3.561  -0.505
H  -3.517  -1.168  -1.035
H  -6.093  1.740  -4.102
H  -4.849  1.575  -6.608
H  -2.023  1.269  -6.769
H  -0.536  1.057  -4.393
H  -1.809  1.212  -1.811
O  -2.883  -3.638  0.940
S  -1.788  -2.937  1.575
O  -0.525  -2.715  0.904
O  -1.497  -3.612  3.029
C  -1.260  -5.010  3.095
C  0.152  -5.354  2.658
C  -2.386  -1.375  2.172
H  -2.002  -5.561  2.508
H  -1.391  -5.308  4.141
H  0.290  -5.160  1.590
H  0.366  -6.411  2.839
H  0.884  -4.744  3.195
H  -3.311  -1.540  2.728
H  -2.576  -0.734  1.309
H  -1.623  -0.925  2.810
O  5.687  0.757  5.342
S  6.539  0.176  4.326
O  7.907  0.606  4.132
O  5.766  0.227  2.893
C  5.269  1.474  2.430
C  6.380  2.335  1.858
C  6.529  -1.588  4.520
H  4.731  1.999  3.226
H  4.544  1.256  1.639
H  7.073  2.654  2.641
H  5.969  3.232  1.385
H  6.962  1.777  1.118
H  5.495  -1.928  4.612
H  7.085  -1.832  5.428
H  7.013  -2.043  3.654

(2)
Formula: C24H42Cl3CoN4O3SSi
Source: the Open Molecules 2025 dataset
Level of theory: the ωB97M-V functional and the def2-TZVPD basis

LUMO (alpha / beta): 0.081 / 0.064 Ha
E: -131582.1115 eV
Frontier orbital gap (alpha / beta): 4.98 / 3.52 eV
Multiplicity: 4
Charge: -1
Strongest force on any atom: 3.8 eV/Å

Element x y z (Å)
C  -1.619  -2.393  -4.282
C  -0.845  -2.809  -3.040
H  -2.207  -3.226  -4.694
H  -0.913  -2.038  -5.050
H  -2.310  -1.577  -4.042
C  -0.150  -4.021  -3.041
C  -0.132  -5.015  -4.127
H  0.307  -4.384  -2.132
H  0.491  -4.739  -4.990
H  -1.129  -5.265  -4.516
H  0.291  -5.931  -3.696
Co  -0.949  2.298  0.788
Cl  -2.803  3.183  1.437
Cl  0.859  3.532  0.897
H  1.168  6.160  4.383
H  -1.376  7.309  1.864
C  1.103  5.861  3.324
C  -0.658  6.511  1.654
N  -0.286  5.850  2.894
H  1.552  4.861  3.203
C  -1.139  5.018  3.518
O  -0.801  4.191  4.384
H  -1.137  5.797  0.976
H  -2.183  5.118  3.185
H  1.643  6.582  2.699
H  0.240  6.935  1.200
H  2.549  -0.842  -2.753
H  2.546  -3.395  -2.629
C  2.800  -0.702  -1.697
C  3.310  -3.119  -1.885
N  2.845  -2.003  -1.064
H  2.064  -0.071  -1.181
C  2.883  -2.048  0.310
O  2.735  -1.076  1.035
H  3.526  -3.981  -1.238
H  3.034  -3.088  0.687
H  3.792  -0.238  -1.625
H  4.220  -2.820  -2.423
O  -0.294  -1.535  -2.355
C  -1.324  -2.206  -1.680
C  0.205  -3.444  -0.091
C  -1.053  -2.910  -0.401
H  1.025  -3.200  -0.759
C  0.397  -4.315  0.980
H  -2.296  -1.692  -1.740
C  -2.095  -3.140  0.528
H  1.361  -4.802  1.107
C  -0.647  -4.567  1.864
C  -1.893  -3.971  1.632
H  -3.076  -2.695  0.326
H  -0.505  -5.233  2.720
H  -2.726  -4.179  2.310
Si  -0.395  2.217  -2.689
Cl  -1.016  0.948  -0.871
C  1.453  2.253  -2.824
C  -1.000  3.903  -2.091
C  -1.356  1.691  -4.169
H  1.893  1.250  -2.867
H  1.891  2.801  -1.973
H  1.708  2.789  -3.755
H  -0.751  1.020  -4.795
H  -1.594  2.594  -4.755
H  -2.291  1.193  -3.882
H  -1.992  3.870  -1.622
H  -1.047  4.590  -2.949
H  -0.326  4.348  -1.346
C  0.541  -1.604  3.827
N  -0.171  -0.458  4.385
C  -0.686  -0.336  5.667
C  -1.331  0.870  5.711
N  -1.227  1.446  4.457
C  -0.561  0.609  3.628
S  -0.459  0.514  1.947
H  -0.138  -2.247  3.242
H  1.351  -1.270  3.157
H  0.955  -2.185  4.660
H  -0.527  -1.104  6.403
H  -1.874  1.342  6.499
H  -1.452  2.422  4.227

(3)
Formula: C24H42ClMnN2O4S2Si
Source: the Open Molecules 2025 dataset
Level of theory: the ωB97M-V functional and the def2-TZVPD basis

LUMO (alpha / beta): 0.100 / 0.100 Ha
E: -110143.1812 eV
Frontier orbital gap (alpha / beta): 7.34 / 7.92 eV
Multiplicity: 6
Charge: -1
Strongest force on any atom: 2.1 eV/Å

Element x y z (Å)
Mn  -1.698  1.219  0.074
C  -2.520  2.394  5.516
C  -3.611  1.422  5.086
N  -3.065  0.225  4.444
C  -2.810  -0.918  5.342
C  -3.890  -1.994  5.265
C  -2.775  0.146  3.115
S  -3.164  1.469  2.090
N  -2.202  -1.044  2.786
C  -1.735  -1.358  1.591
O  -1.786  -0.715  0.556
C  -1.080  -2.719  1.493
C  -1.249  -3.670  2.488
C  -0.689  -4.937  2.354
C  0.049  -5.253  1.221
C  0.233  -4.296  0.235
C  -0.330  -3.028  0.373
H  -2.959  3.283  5.985
H  -1.951  2.711  4.638
H  -1.833  1.926  6.231
H  -4.285  1.915  4.396
H  -4.190  1.091  5.948
H  -2.756  -0.518  6.355
H  -1.844  -1.346  5.097
H  -4.877  -1.565  5.476
H  -3.698  -2.799  5.988
H  -3.909  -2.420  4.258
H  -1.832  -3.404  3.364
H  -0.830  -5.677  3.133
H  0.486  -6.241  1.112
H  0.820  -4.530  -0.644
H  -0.174  -2.259  -0.379
C  -0.325  0.555  -4.350
C  -0.856  -0.179  -3.124
C  -0.424  -1.645  -3.156
C  -2.373  -0.111  -3.086
O  -0.398  0.478  -1.916
Si  1.117  0.919  -1.350
S  0.745  1.694  0.520
O  2.041  -0.453  -1.441
C  3.460  -0.621  -1.256
C  3.665  -2.032  -0.749
C  4.017  0.380  -0.243
C  4.141  -0.443  -2.610
O  1.914  1.912  -2.404
C  1.923  3.334  -2.621
C  2.892  3.968  -1.632
C  0.534  3.935  -2.464
C  2.424  3.527  -4.042
H  -0.695  0.071  -5.261
H  0.771  0.548  -4.366
H  -0.666  1.595  -4.339
H  -0.768  -2.109  -4.088
H  -0.872  -2.182  -2.311
H  0.662  -1.736  -3.087
H  -2.794  -0.722  -3.893
H  -2.720  0.918  -3.187
H  -2.735  -0.499  -2.132
H  3.159  -2.158  0.212
H  4.735  -2.246  -0.621
H  3.243  -2.746  -1.465
H  3.465  0.315  0.702
H  3.914  1.408  -0.618
H  5.079  0.176  -0.060
H  3.795  -1.213  -3.311
H  5.231  -0.521  -2.509
H  3.887  0.539  -3.019
H  2.582  3.720  -0.612
H  2.900  5.060  -1.748
H  3.909  3.587  -1.799
H  0.178  3.838  -1.436
H  -0.190  3.426  -3.110
H  0.557  4.999  -2.732
H  3.412  3.063  -4.159
H  2.502  4.595  -4.280
H  1.732  3.057  -4.749
Cl  -2.612  2.885  -1.087

(4)
Formula: C24H42F9O17S2
Source: the Open Molecules 2025 dataset
Level of theory: the ωB97M-V functional and the def2-TZVPD basis

LUMO: -0.217 Ha
E: -106491.7581 eV
Frontier orbital gap: 6.11 eV
Charge: +1
Strongest force on any atom: 7.6 eV/Å

Element x y z (Å)
C  2.850  2.501  1.207
C  3.199  1.545  -0.049
C  4.188  2.342  -1.059
C  1.853  1.126  -0.813
C  1.346  -0.360  -0.501
S  -0.154  -0.462  0.587
S  -1.641  0.942  -0.011
O  -1.612  2.045  0.984
O  -1.296  1.376  -1.413
C  -3.270  0.042  -0.139
F  -3.362  -0.406  -1.478
F  -3.326  -1.139  0.644
C  -4.561  0.912  0.218
F  -5.622  -0.017  0.367
F  -4.460  1.539  1.478
C  -5.035  1.930  -0.913
F  -3.975  2.658  -1.492
F  -5.653  1.233  -1.967
C  -6.072  3.051  -0.376
F  -7.087  2.499  0.385
F  -6.523  3.727  -1.510
F  -5.324  4.004  0.348
H  1.759  2.853  1.198
H  3.482  3.453  1.227
H  2.973  1.887  2.167
H  3.724  0.615  0.349
H  3.715  2.510  -2.083
H  5.135  1.727  -1.240
H  4.493  3.358  -0.649
H  1.089  1.942  -0.618
H  2.081  1.158  -1.934
H  1.155  -0.928  -1.476
H  2.186  -0.913  0.050
H  -0.713  -1.721  0.312
C  -3.923  2.318  4.480
O  -3.583  1.808  5.766
C  -2.582  0.917  5.754
O  -1.983  0.537  4.775
O  -2.365  0.520  7.014
C  -1.317  -0.438  7.155
H  -4.740  3.027  4.606
H  -3.074  2.844  4.037
H  -4.262  1.512  3.826
H  -0.365  -0.021  6.819
H  -1.554  -1.352  6.606
H  -1.232  -0.684  8.213
C  -10.680  9.344  -0.889
O  -9.757  8.570  -0.123
C  -9.791  7.257  -0.386
O  -10.511  6.712  -1.184
O  -8.883  6.652  0.396
C  -8.810  5.240  0.220
H  -10.564  10.387  -0.593
H  -10.461  9.261  -1.955
H  -11.706  9.038  -0.680
H  -8.518  4.995  -0.803
H  -9.763  4.770  0.472
H  -8.048  4.858  0.898
C  -4.071  -3.608  1.405
O  -3.145  -4.373  2.173
C  -3.175  -5.693  1.915
O  -3.894  -6.240  1.120
O  -2.265  -6.289  2.697
C  -2.186  -7.705  2.529
H  -3.961  -2.570  1.695
H  -3.853  -3.696  0.338
H  -5.096  -3.917  1.616
H  -1.894  -7.956  1.507
H  -3.136  -8.177  2.785
H  -1.421  -8.079  3.209
C  7.811  -0.709  -2.884
O  6.482  -1.096  -2.526
C  6.247  -2.412  -2.627
O  7.040  -3.245  -2.981
O  4.973  -2.639  -2.265
C  4.587  -4.012  -2.327
H  7.886  0.372  -2.764
H  8.541  -1.181  -2.224
H  8.017  -0.957  -3.927
H  5.191  -4.614  -1.646
H  4.667  -4.389  -3.349
H  3.544  -4.079  -2.015
C  13.425  -3.478  -4.840
O  12.627  -4.331  -4.021
C  11.332  -3.985  -3.963
O  10.824  -3.049  -4.529
O  10.703  -4.861  -3.168
C  9.305  -4.611  -3.016
H  14.448  -3.853  -4.811
H  13.077  -3.501  -5.874
H  13.419  -2.457  -4.454
H  8.795  -4.679  -3.977
H  9.137  -3.638  -2.559
H  8.900  -5.377  -2.354

(5)
Formula: C24H42IN2O5S
Source: the Open Molecules 2025 dataset
Level of theory: the ωB97M-V functional and the def2-TZVPD basis

LUMO: -0.145 Ha
E: -57712.7927 eV
Frontier orbital gap: 7.01 eV
Charge: +1
Strongest force on any atom: 3.6 eV/Å

Element x y z (Å)
C  2.284  -3.556  0.757
C  3.233  -2.899  0.010
C  3.713  -1.479  0.433
C  2.516  -0.630  0.885
C  1.488  -0.399  -0.078
C  0.411  0.412  0.438
C  -0.725  0.691  -0.587
C  -0.254  1.819  -1.583
C  -0.620  3.282  -1.158
C  0.674  4.101  -0.810
O  1.118  3.844  0.539
C  0.597  4.734  1.441
C  1.153  4.607  2.890
O  -0.248  5.541  1.204
N  0.389  0.842  1.689
C  -0.782  1.630  2.171
C  -1.839  0.724  2.896
C  -2.395  -0.446  2.032
C  -3.749  -0.071  1.305
C  -3.867  -0.906  -0.036
N  1.297  0.667  2.637
C  2.317  -0.035  2.187
C  3.442  -0.220  3.250
I  3.652  -2.316  3.839
C  4.816  0.428  2.820
C  4.686  1.582  1.771
H  2.584  -4.532  1.194
H  1.244  -3.209  0.890
H  3.691  -3.386  -0.870
H  4.144  -1.003  -0.484
H  4.536  -1.571  1.160
H  1.480  -0.776  -1.109
H  -0.825  -0.240  -1.194
H  -1.712  0.862  -0.126
H  0.845  1.691  -1.711
H  -0.706  1.575  -2.571
H  -1.056  3.772  -2.061
H  -1.391  3.357  -0.367
H  1.471  3.689  -1.473
H  0.589  5.173  -1.065
H  0.286  4.305  3.520
H  1.871  3.755  2.962
H  1.627  5.541  3.238
H  -1.208  2.293  1.402
H  -0.427  2.324  2.965
H  -1.414  0.327  3.848
H  -2.668  1.400  3.202
H  -1.670  -0.906  1.332
H  -2.682  -1.256  2.745
H  -3.789  1.008  1.041
H  -4.626  -0.332  1.930
H  -4.846  -1.434  -0.040
H  -3.094  -1.699  -0.109
H  -3.781  -0.258  -0.933
H  3.166  0.281  4.201
H  5.548  -0.357  2.526
H  5.256  0.884  3.739
H  3.756  2.177  1.853
H  4.761  1.117  0.759
H  5.558  2.261  1.853
O  -0.905  -2.765  -3.153
S  -2.190  -2.346  -3.640
O  -3.319  -2.242  -2.766
O  -2.586  -3.239  -4.901
C  -2.576  -4.671  -4.756
C  -3.792  -5.172  -4.001
C  -2.006  -0.820  -4.507
H  -1.650  -5.000  -4.280
H  -2.584  -5.083  -5.765
H  -3.769  -4.849  -2.959
H  -3.829  -6.262  -4.016
H  -4.709  -4.778  -4.442
H  -1.176  -0.908  -5.204
H  -1.801  -0.044  -3.771
H  -2.934  -0.600  -5.031

(6)
Formula: C24H42IrN3Se2Te2
Source: the Open Molecules 2025 dataset
Level of theory: the ωB97M-V functional and the def2-TZVPD basis

LUMO: -0.039 Ha
E: -178159.6182 eV
Energy above the lowest of the compared OMol25 structures with the same formula, charge and spin: 2.161 eV
Frontier orbital gap: 4.12 eV
Charge: 0
Strongest force on any atom: 0.6 eV/Å

Element x y z (Å)
Ir  0.759  -0.478  0.366
C  -0.041  -0.106  2.291
C  -0.816  0.685  1.336
C  0.100  1.676  0.804
C  1.379  1.385  1.375
C  1.302  0.330  2.343
C  2.347  -0.028  3.393
C  1.641  -0.060  4.756
C  3.418  1.068  3.421
C  3.028  -1.374  3.156
C  0.011  2.976  -0.010
C  -1.282  3.246  -0.772
C  0.196  4.113  1.017
C  1.139  3.050  -1.050
C  -2.333  0.504  1.276
C  -2.964  1.605  2.140
C  -2.932  0.511  -0.132
C  -2.721  -0.848  1.900
H  -0.445  -0.894  2.902
H  2.276  1.934  1.148
H  1.117  0.876  4.956
H  2.377  -0.216  5.546
H  0.922  -0.878  4.811
H  2.982  2.055  3.587
H  3.987  1.090  2.489
H  4.122  0.870  4.230
H  2.315  -2.200  3.192
H  3.769  -1.544  3.940
H  3.535  -1.409  2.193
H  -2.160  3.283  -0.131
H  -1.438  2.514  -1.565
H  -1.188  4.222  -1.253
H  -0.513  4.016  1.841
H  0.028  5.078  0.537
H  1.202  4.118  1.437
H  0.964  2.327  -1.848
H  2.124  2.864  -0.625
H  1.154  4.046  -1.493
H  -2.768  2.603  1.747
H  -2.576  1.564  3.160
H  -4.046  1.466  2.185
H  -2.866  1.475  -0.617
H  -3.992  0.260  -0.061
H  -2.446  -0.237  -0.762
H  -2.505  -0.891  2.967
H  -2.213  -1.680  1.408
H  -3.796  -0.991  1.784
Se  1.783  -3.704  -1.671
Te  2.512  -5.963  -0.787
Te  4.887  -5.453  0.243
Se  1.621  -2.655  0.459
C  -2.700  -2.707  -3.399
C  -2.311  -3.024  -1.971
N  -1.373  -2.022  -1.505
C  -0.437  -1.432  -2.281
N  0.506  -0.708  -1.706
C  1.603  -0.253  -2.562
C  1.069  0.249  -3.887
C  0.364  -0.911  -4.555
N  -0.550  -1.562  -3.626
C  -1.429  -2.566  -4.212
H  -3.265  -1.772  -3.434
H  -3.322  -3.500  -3.811
H  -1.855  -4.019  -1.915
H  -3.178  -3.011  -1.310
H  -1.095  -2.072  -0.533
H  2.291  -1.089  -2.741
H  2.167  0.507  -2.028
H  1.877  0.608  -4.524
H  0.368  1.073  -3.726
H  1.099  -1.640  -4.917
H  -0.221  -0.577  -5.415
H  -0.906  -3.528  -4.273
H  -1.653  -2.245  -5.229